[1]
C5H7NO | wB97M-V/def2-TZVPD

Values from the calculation:
HOMO level = -8.872 eV
LUMO = 0.9 eV
energy above the lowest of the compared OMol25 structures with the same formula, charge and spin = 104.75 kcal per mole
DFT total energy = -324.55754 Ha

Last column: Löwdin charge in e.
Positions of all 14 atoms, in Å:
1 N 2.61741 0.14230 0.45498  0.165
2 C 1.46234 -0.05968 0.00019  -0.417
3 O 0.81698 -1.24374 -0.27836  0.036
4 C -0.33222 -0.53781 -0.78817  -0.306
5 C -1.45234 -0.56018 0.21607  -0.025
6 C -0.68946 1.13287 0.66235  0.031
7 C 0.30396 0.81476 -0.45818  -0.177
8 H 3.10942 -0.73210 0.64515  0.063
9 H -0.56384 -0.80691 -1.81464  0.146
10 H -1.41361 -1.31058 0.99611  0.097
11 H -2.47210 -0.59174 -0.24829  0.116
12 H -0.25418 1.18313 1.66104  0.091
13 H -1.74276 0.95274 0.53899  0.039
14 H 0.55076 1.56304 -1.21558  0.140

[2]
C12H17KN3O12 | wB97M-V/def2-TZVPD

Values from the calculation:
multiplicity = 2
HOMO level (alpha / beta) = -1.692 / -1.692 eV
net charge = -2
LUMO (alpha / beta) = 3.4 / 3.1 eV
DFT total energy = -2134.22840 Ha

Last column: Löwdin charge in e.
Positions of all 45 atoms, in Å:
1 K -0.41558 0.09855 0.80119  0.821
2 N -1.23134 2.28265 4.09716  -0.660
3 O -1.07686 2.21190 5.32077  -0.102
4 O -0.46491 1.75920 3.26247  -0.151
5 O -2.31579 2.72366 3.73402  -0.038
6 N -3.35208 2.38688 -0.23002  -0.627
7 O -2.42741 1.57562 -0.40347  -0.164
8 O -3.95033 2.30271 0.84174  -0.012
9 O -3.70253 3.22483 -1.11780  -0.116
10 C -2.57046 -1.97439 1.67505  -0.037
11 C -3.18158 -2.91551 0.90226  -0.395
12 C -4.65533 -2.75843 0.49636  -0.287
13 O -5.21433 -3.56963 -0.36091  -0.008
14 C -5.47701 -1.77916 1.01340  0.098
15 C -4.89604 -0.80638 1.88305  -0.308
16 C -3.33686 -0.84545 2.13876  -0.315
17 O -2.78213 0.14484 2.68882  0.013
18 O -5.44365 0.13737 2.43145  0.112
19 O -2.43794 -3.88181 0.49155  -0.085
20 H -1.53306 -2.10041 1.94767  0.093
21 H -6.52118 -1.65605 0.76652  0.127
22 C 3.53680 -1.04779 -4.50559  -0.082
23 O 3.24510 0.17802 -3.76868  -0.204
24 C 2.36230 0.04866 -2.66347  -0.203
25 C 2.13515 1.52580 -2.19020  -0.187
26 N 1.37651 1.65542 -0.92348  -0.068
27 C 2.33122 1.84957 0.19378  -0.193
28 C 3.09740 0.55895 0.56117  -0.212
29 O 2.40713 -0.62858 0.95578  -0.219
30 C 3.19607 -1.81607 0.75321  -0.096
31 H 2.78550 -1.24795 -5.26951  0.079
32 H 3.64270 -1.90480 -3.84044  0.080
33 H 4.47446 -0.90673 -5.04317  0.075
34 H 2.74523 -0.58278 -1.86176  0.092
35 H 1.39126 -0.35004 -2.95708  0.128
36 H 1.63574 1.94522 -3.06356  0.120
37 H 3.08434 2.05908 -2.13790  0.110
38 H 0.98813 2.55940 -1.15168  0.112
39 H 1.84227 2.17051 1.11358  0.115
40 H 2.93197 2.74218 0.01926  0.118
41 H 3.58622 0.86831 1.48499  0.125
42 H 3.82967 0.31337 -0.20797  0.105
43 H 3.94672 -1.98963 1.52425  0.081
44 H 3.80976 -1.82931 -0.14752  0.071
45 H 2.60467 -2.73165 0.74589  0.094

[3]
C6H17ClSi2 | wB97M-V/def2-TZVPD

Values from the calculation:
HOMO level (alpha / beta) = -8.259 / -6.507 eV
LUMO (alpha / beta) = 0.2 / -1.3 eV
energy above the lowest of the compared OMol25 structures with the same formula, charge and spin = 51.37 kcal per mole
DFT total energy = -1277.90138 Ha

Last column: Löwdin charge in e.
Positions of all 26 atoms, in Å:
1 C 0.53676 -1.87483 1.55706  -0.180
2 C -1.11597 1.95310 -0.42177  -0.198
3 C 2.40525 -0.65053 -1.39071  -0.175
4 C 0.11128 -0.41142 1.65580  -0.364
5 C 0.39251 2.14715 -0.28694  -0.370
6 C 2.80369 0.14400 -0.14632  -0.376
7 Si -4.25029 -0.84805 -0.98217  0.214
8 Si 1.29261 0.84089 0.80088  0.818
9 Cl -4.93069 0.11424 0.68538  0.115
10 H 1.53305 -2.02309 1.96625  0.064
11 H -0.15507 -2.50351 2.11516  0.065
12 H 0.53189 -2.21494 0.52391  0.051
13 H -1.60960 2.02869 0.54384  0.062
14 H -1.53472 2.72046 -1.07025  0.066
15 H -1.35877 0.98409 -0.85433  0.037
16 H 3.28481 -0.91418 -1.97530  0.065
17 H 1.89439 -1.56930 -1.11301  0.047
18 H 1.73559 -0.06973 -2.02345  0.057
19 H 0.01330 -0.15529 2.71243  0.053
20 H -0.88603 -0.30846 1.22546  0.043
21 H 0.57588 3.14835 0.10595  0.051
22 H 0.83843 2.12941 -1.28427  0.056
23 H 3.43418 0.98086 -0.44974  0.055
24 H 3.41642 -0.48415 0.50031  0.053
25 H -5.38182 -1.10338 -1.85792  -0.158
26 H -3.57708 -2.06037 -0.53623  -0.151

[4]
C36H49F5O6 | wB97M-V/def2-TZVPD

Values from the calculation:
HOMO level = -9.086 eV
LUMO = 0.6 eV
DFT total energy = -2351.80356 Ha
SMILES string = Fc1ccccc1.Fc1ccccc1.Fc1ccccc1.Fc1ccccc1.Fc1ccccc1.CO.CO.CO.CO.CO.CO

Last column: Löwdin charge in e.
Positions of all 96 atoms, in Å:
1 F 2.94381 2.79598 -3.40200  0.031
2 C 1.81579 3.56340 -3.30039  -0.265
3 C 1.94902 4.95214 -3.56416  0.006
4 C 0.78816 5.74359 -3.29687  -0.068
5 C -0.39586 5.09601 -2.86858  -0.103
6 C -0.46647 3.72692 -2.67112  -0.074
7 C 0.68037 2.93622 -2.82642  -0.024
8 H 2.92800 5.34798 -3.80017  0.107
9 H 0.76985 6.82657 -3.32888  0.096
10 H -1.22501 5.77162 -2.72341  0.097
11 H -1.41255 3.28257 -2.34296  0.106
12 H 0.72544 1.89129 -2.67333  0.083
13 F -3.37826 -0.83261 7.47015  0.029
14 C -2.48632 -0.83880 6.43201  -0.283
15 C -2.94637 -0.69732 5.14912  -0.010
16 C -2.01915 -0.81075 4.09141  -0.084
17 C -0.72254 -1.15870 4.33460  -0.092
18 C -0.24604 -1.21102 5.67148  -0.068
19 C -1.14442 -1.10848 6.74911  -0.013
20 H -3.99769 -0.47163 4.95181  0.122
21 H -2.37405 -0.71789 3.08419  0.092
22 H 0.04551 -1.22854 3.57422  0.087
23 H 0.80136 -1.37564 5.86090  0.097
24 H -0.80948 -1.02435 7.83065  0.135
25 F -0.43740 -1.90152 -2.90262  0.033
26 C 0.85328 -1.57329 -3.17942  -0.273
27 C 1.46842 -0.58058 -2.36384  -0.008
28 C 2.81376 -0.27597 -2.57881  -0.088
29 C 3.46726 -0.85001 -3.68030  -0.093
30 C 2.87882 -1.83101 -4.48221  -0.067
31 C 1.52331 -2.19452 -4.20467  -0.031
32 H 0.93459 -0.10107 -1.54493  0.100
33 H 3.31969 0.43814 -1.92151  0.104
34 H 4.52745 -0.60096 -3.75084  0.104
35 H 3.39807 -2.36269 -5.31021  0.113
36 H 0.97621 -2.83738 -4.90642  0.118
37 F 1.00096 0.14282 1.63547  0.052
38 C -0.13300 -0.11310 0.96624  -0.331
39 C -0.38293 -1.47550 0.78505  -0.023
40 C -1.60300 -1.71813 0.24228  -0.084
41 C -2.54345 -0.72159 -0.16990  -0.077
42 C -2.19397 0.59750 -0.01906  -0.056
43 C -0.90946 0.91003 0.54856  -0.022
44 H 0.38112 -2.20444 1.05753  0.134
45 H -1.85623 -2.74144 0.15996  0.078
46 H -3.51845 -1.02728 -0.59532  0.111
47 H -2.91696 1.43007 -0.16100  0.108
48 H -0.60888 1.95568 0.62528  0.107
49 F -2.41515 -4.69443 -1.21733  0.035
50 C -1.61908 -5.76821 -0.92997  -0.280
51 C -0.35379 -5.77360 -1.40578  -0.047
52 C 0.51960 -6.80126 -1.15416  -0.060
53 C 0.08637 -7.83257 -0.27754  -0.094
54 C -1.21083 -7.87178 0.15248  -0.103
55 C -2.09251 -6.82527 -0.14916  -0.010
56 H -0.09943 -4.90657 -2.00266  0.117
57 H 1.49027 -6.82367 -1.63927  0.107
58 H 0.76569 -8.63291 0.00816  0.102
59 H -1.62018 -8.66230 0.79654  0.112
60 H -3.11702 -6.85306 0.28637  0.127
61 C 2.97053 1.50953 5.06328  -0.166
62 O 2.44922 0.85327 3.94462  -0.146
63 H 4.03694 1.31093 5.08239  0.075
64 H 2.90648 2.61056 4.93189  0.087
65 H 2.41738 1.23834 5.96921  0.077
66 H 1.74845 1.40865 3.59604  0.013
67 C 2.18563 3.81205 0.14652  -0.128
68 O 1.71317 2.47432 0.04695  -0.152
69 H 2.34605 4.18557 1.16353  0.083
70 H 3.11615 3.94377 -0.44518  0.091
71 H 1.48612 4.37639 -0.42226  0.057
72 H 2.30998 1.86699 0.51392  0.038
73 C -5.59762 1.95651 -1.82570  -0.174
74 O -4.33345 2.51562 -2.06345  -0.126
75 H -6.13828 1.69310 -2.73442  0.072
76 H -5.54514 0.95447 -1.27472  0.082
77 H -6.15405 2.65629 -1.17515  0.085
78 H -3.85001 2.13161 -2.76395  0.012
79 C -0.49059 2.61096 3.83729  -0.090
80 O 0.72179 3.00691 3.13989  -0.152
81 H -0.90026 3.49672 4.32503  0.081
82 H -1.17172 2.14930 3.10860  0.077
83 H -0.22045 1.91442 4.63604  0.073
84 H 0.68137 2.84312 2.18446  0.041
85 C -1.73651 1.09263 -5.08610  -0.145
86 O -2.56704 0.84897 -3.97005  -0.142
87 H -1.34846 2.11830 -5.05452  0.079
88 H -0.88376 0.40899 -5.07999  0.075
89 H -2.27163 0.91576 -6.00557  0.071
90 H -2.50894 -0.10348 -3.70762  0.100
91 C 4.02341 -0.64041 0.55557  -0.148
92 O 3.81876 0.71716 0.91379  -0.138
93 H 4.44496 -1.15573 1.42450  0.085
94 H 3.12450 -1.22299 0.25685  0.080
95 H 4.76542 -0.71542 -0.23240  0.073
96 H 3.85539 0.84013 1.88237  0.082

[5]
C22H47BF12N4O4PS | wB97M-V/def2-TZVPD

Values from the calculation:
HOMO level = -4.511 eV
net charge = -1
LUMO = 2.2 eV
DFT total energy = -3349.16718 Ha

Last column: Löwdin charge in e.
Positions of all 92 atoms, in Å:
1 C 2.04429 2.73340 2.09093  -0.057
2 C 1.13057 1.72796 2.74306  -0.484
3 N 0.29123 2.16514 3.59313  0.105
4 C 1.23990 0.29865 2.30215  -0.116
5 B 0.80887 0.00491 0.73784  -0.704
6 C 1.84012 0.48630 -0.42391  -0.177
7 C 3.17959 -0.26785 -0.49331  -0.204
8 C 3.79072 -0.27031 -1.90418  -0.176
9 C 5.30911 -0.09766 -1.96085  -0.088
10 C 6.16478 -1.24271 -1.47954  -0.477
11 F 7.47015 -0.90933 -1.66212  0.093
12 F 5.99222 -1.48626 -0.16282  0.124
13 C 5.86613 -2.59291 -2.21879  -0.419
14 F 4.73443 -3.10465 -1.73231  0.138
15 F 5.69421 -2.34180 -3.52818  0.116
16 S 7.19158 -3.98100 -2.13452  0.781
17 F 6.27545 -4.91721 -1.25186  -0.130
18 F 7.83392 -3.38309 -0.81497  -0.130
19 F 8.16195 -3.09087 -3.03300  -0.140
20 F 6.59196 -4.65143 -3.44570  -0.139
21 F 8.30114 -5.10627 -2.12100  -0.126
22 P -0.90596 0.89833 0.32789  0.768
23 N -0.82302 2.38125 -0.26176  -0.316
24 C 0.53743 -1.59515 0.62157  -0.556
25 F 0.50502 -2.08435 -0.64984  0.079
26 F 1.45829 -2.38778 1.25439  0.069
27 F -0.65558 -1.99876 1.16619  0.044
28 H 2.30436 3.51581 2.80482  0.069
29 H 2.94940 2.26492 1.69926  0.066
30 H 1.50912 3.17901 1.24561  0.070
31 H -0.28254 1.39074 3.93057  0.032
32 H 2.26558 -0.05921 2.46451  0.108
33 H 0.59329 -0.29393 2.96387  0.095
34 H 1.33507 0.41051 -1.39753  0.092
35 H 2.04850 1.55328 -0.31316  0.077
36 H 3.89619 0.20947 0.18742  0.107
37 H 3.06756 -1.29663 -0.14508  0.098
38 H 3.48359 -1.16939 -2.44393  0.111
39 H 3.36677 0.56742 -2.46697  0.116
40 H 5.64221 0.13620 -2.97390  0.128
41 H 5.60634 0.73361 -1.31134  0.140
42 H -1.69892 0.82032 1.50565  -0.027
43 H -1.62701 0.00086 -0.49980  -0.014
44 H -1.32627 2.46156 -1.13896  -0.070
45 C -1.86642 9.11430 -0.39325  -0.119
46 O -3.21780 8.76143 -0.59255  -0.193
47 C -3.73081 9.05509 -1.88296  -0.225
48 C -4.01480 7.79188 -2.66599  -0.226
49 N -2.78386 7.11137 -3.02891  -0.052
50 C -2.96402 5.80640 -3.65420  -0.203
51 C -3.60251 4.70100 -2.81989  -0.234
52 O -2.80844 4.27793 -1.73982  -0.200
53 C -2.94011 4.98889 -0.52538  -0.103
54 H -1.64517 8.94826 0.65929  0.089
55 H -1.18100 8.50727 -0.99411  0.082
56 H -1.69168 10.16964 -0.63084  0.084
57 H -3.02890 9.68927 -2.43506  0.119
58 H -4.66433 9.61014 -1.74993  0.118
59 H -4.54445 8.06710 -3.58487  0.120
60 H -4.69754 7.17334 -2.06583  0.108
61 H -2.20933 6.99988 -2.20260  0.076
62 H -1.97928 5.45061 -3.96582  0.119
63 H -3.55905 5.94349 -4.56494  0.113
64 H -3.72144 3.83023 -3.47151  0.120
65 H -4.60650 4.98041 -2.47031  0.109
66 H -3.96374 5.35644 -0.39014  0.085
67 H -2.24960 5.83643 -0.46360  0.074
68 H -2.67827 4.29039 0.26802  0.072
69 C -2.61768 -6.37467 5.25253  -0.132
70 O -2.70654 -5.27821 4.37517  -0.196
71 C -1.45765 -4.85466 3.82785  -0.204
72 C -1.39810 -5.10327 2.34020  -0.214
73 N -1.37407 -6.53042 2.04430  -0.050
74 C -1.47070 -6.85633 0.62816  -0.204
75 C -2.73611 -6.44824 -0.11604  -0.224
76 O -3.90273 -7.13538 0.30833  -0.185
77 C -4.59278 -6.54550 1.39106  -0.108
78 H -3.60472 -6.51801 5.69100  0.084
79 H -2.32099 -7.29972 4.74322  0.080
80 H -1.89987 -6.18663 6.05884  0.085
81 H -0.63622 -5.37152 4.33420  0.121
82 H -1.35628 -3.78252 4.00985  0.125
83 H -0.48954 -4.63990 1.94654  0.119
84 H -2.24892 -4.58124 1.88225  0.108
85 H -2.12971 -6.98297 2.54358  0.073
86 H -1.35979 -7.93938 0.52611  0.115
87 H -0.61943 -6.39727 0.11448  0.120
88 H -2.59951 -6.70795 -1.16876  0.119
89 H -2.90507 -5.36626 -0.06922  0.112
90 H -4.50490 -5.45528 1.37583  0.089
91 H -4.23617 -6.90255 2.36205  0.072
92 H -5.64521 -6.81440 1.29417  0.084

Which of these has the lowest DFT total energy?
C22H47BF12N4O4PS

Which formula does entry 5 have?
C22H47BF12N4O4PS

Which formula does entry 4 have?
C36H49F5O6